Record 1
C10H16N3S | ωB97M-V/def2-TZVPD

XYZ file:
```
30
C10H16N3S, DFT ωB97M-V/def2-TZVPD
S -1.17 0.64 4.26
N 3.54 0.29 -1.80
N -1.09 -0.67 1.65
N 0.92 -0.08 -1.15
C 1.33 -0.43 -2.41
C 0.43 1.30 1.10
C 0.50 -1.26 -3.15
C -0.72 -1.68 -2.61
C -0.39 0.00 0.76
C -0.21 -0.50 -0.53
C -3.44 1.19 3.03
C -1.05 -1.38 -1.27
C -1.36 -0.75 2.84
C 2.61 0.24 -2.85
H 0.28 1.63 2.19
H -1.29 -2.35 -3.34
H 1.54 1.11 1.07
H 1.67 0.43 -0.63
H 2.45 1.17 -3.24
H -1.88 -0.06 5.08
H -3.23 2.20 3.29
H 0.94 -1.46 -4.04
H 0.22 2.13 0.50
H -2.22 -1.39 3.09
H 2.84 -0.39 -3.81
H 3.77 -0.60 -1.54
H -2.01 -1.69 -0.89
H -3.77 0.82 2.27
H -3.62 0.69 3.90
H 4.43 0.87 -1.78
```

The max |F| is 0.19504 Eh/bohr. For the gap between HOMO and LUMO (alpha / beta), the calculation gives 7.429 / 4.172 eV. As for the charge: +1. As for the total energy: -25922.1401 eV. The value obtained for the highest occupied orbital energy (alpha / beta) is -10.86 / -9.99 eV. For the relative energy (zero: lowest compared OMol25 entry of this formula, charge and spin), the calculation gives 487.98 kJ/mol.

Results of the Mulliken charge analysis, in e, for atoms 1 through 5: -0.171, -0.599, -0.187, -0.025, 0.505

Record 2
C43H66KN4O5PSSe | ωB97M-V/def2-TZVPD

XYZ file:
```
122
C43H66KN4O5PSSe, DFT ωB97M-V/def2-TZVPD
Se 0.95 -4.66 1.15
K 0.91 -1.48 0.81
S 0.85 -2.88 4.84
P -0.62 2.21 -1.38
O 0.09 0.91 1.89
O 3.46 -0.31 -2.61
O 2.61 -1.09 2.65
O 3.04 -0.86 -0.61
O 4.07 -1.29 4.34
N 3.62 -3.18 1.29
N 2.70 2.02 2.44
N -0.55 -0.84 4.22
N 3.78 -0.99 -1.63
C 5.65 -4.36 1.69
C -2.69 -3.84 1.43
C -5.25 0.84 0.65
C -2.10 3.35 -3.57
C 0.95 2.89 -2.19
C -3.94 2.33 -4.71
C 4.68 -3.93 0.59
C -3.87 -0.34 -1.13
C -2.37 2.79 0.57
C 4.93 1.16 2.36
C -2.85 1.19 -2.86
C 5.22 1.70 3.61
C -3.82 1.24 -3.86
C 4.23 2.45 4.22
C 0.42 -1.67 -3.22
C -1.89 4.80 -0.82
C 5.49 -3.27 2.75
C -3.07 3.39 -4.56
C 3.66 1.31 1.84
C 1.07 4.39 -2.51
C -4.45 -4.55 -0.23
C 3.00 2.59 3.60
C -6.30 0.19 -1.51
C 3.99 -3.00 2.70
C -1.52 -1.39 -4.77
C -1.96 -2.30 -1.64
C -1.27 3.54 -0.20
C 0.59 -1.19 4.74
C 6.52 1.39 4.29
C 1.20 2.09 -3.48
C -1.96 2.27 -2.69
C -0.21 3.99 0.82
C -2.98 -2.57 -0.73
C -5.00 0.65 -0.85
C -0.68 -3.14 4.13
C -1.90 -1.09 -2.33
C -3.06 -3.92 -0.05
C 3.52 -1.66 3.28
C -0.89 -0.93 -3.45
C -3.92 -1.58 -0.50
C 2.08 2.52 -1.21
C -1.28 -1.95 3.89
C -2.84 -0.08 -2.05
H 2.08 4.57 -2.91
H -0.71 4.57 1.60
H -2.34 -4.58 -0.53
H 0.42 2.24 -4.23
H -1.67 -3.47 1.54
H 3.45 -3.78 3.26
H -1.17 5.36 -1.42
H 6.68 -4.47 1.33
H -2.75 4.56 -1.45
H 2.11 1.45 -1.01
H 0.29 -2.75 -3.35
H 0.82 -1.51 -2.23
H -5.69 -0.06 1.09
H -1.21 -3.06 -1.82
H 2.21 3.16 4.08
H 6.04 -2.37 2.47
H 5.83 -3.56 3.75
H -6.59 -0.80 -1.14
H 0.95 5.01 -1.63
H 5.16 -3.30 -0.15
H 2.43 -3.83 1.23
H -5.95 1.66 0.82
H 0.37 4.73 -3.28
H -1.45 4.20 -3.47
H -3.14 4.26 -5.21
H -2.69 -4.84 1.87
H -1.79 -2.45 -4.70
H -4.45 -5.56 0.17
H -5.22 -3.98 0.31
H -3.42 -3.22 1.96
H 3.40 0.79 0.92
H -2.24 -1.83 3.41
H -4.73 1.61 -1.29
H 1.99 3.05 -0.26
H 5.64 0.54 1.84
H -4.70 2.34 -5.49
H -4.33 1.06 1.19
H -3.18 2.52 -0.10
H 0.55 4.63 0.37
H -2.23 5.46 -0.02
H 3.48 -2.28 0.81
H -0.67 0.14 -3.55
H -2.79 3.43 1.36
H 0.98 1.21 2.17
H 6.57 0.32 4.48
H -0.23 0.42 2.67
H 4.22 -4.78 0.08
H -0.81 -1.26 -5.59
H 7.37 1.67 3.66
H 5.34 -5.32 2.11
H 1.38 -0.51 5.02
H 4.39 2.89 5.20
H -2.42 -0.82 -5.01
H -7.11 0.88 -1.30
H 1.18 -1.35 -3.94
H -1.96 1.89 1.03
H 6.61 1.92 5.24
H -4.74 -4.58 -1.28
H -4.48 0.39 -3.98
H 3.04 2.78 -1.66
H 2.15 2.41 -3.91
H -4.72 -1.78 0.20
H -6.19 0.11 -2.60
H 0.27 3.14 1.29
H 1.30 1.03 -3.26
H -1.00 -4.13 3.85
```

The max |F| is 0.01453 Eh/bohr. For the gap between HOMO and LUMO, the calculation gives 4.294 eV. As for the charge: -2. As for the total energy: -163658.3102 eV. The value obtained for the highest occupied orbital energy is -0.47 eV. For the relative energy (zero: lowest compared OMol25 entry of this formula, charge and spin), the calculation gives 0.00 kJ/mol.

Results of the Mulliken charge analysis, in e, for atoms 1 through 5: -1.087, 0.134, -0.106, 1.243, 0.142

Record 3
C16H16MgN4O2SSe2Te2 | ωB97M-V/def2-TZVPD

XYZ file:
```
44
C16H16MgN4O2SSe2Te2, DFT ωB97M-V/def2-TZVPD
Te 3.32 0.99 4.71
Te 3.38 -3.51 1.28
Se 2.38 -1.19 1.62
Se 1.84 -0.91 3.90
S -1.63 -2.13 1.93
Mg -0.19 -0.63 0.47
O 0.23 1.08 1.51
O -1.68 0.51 -0.29
N -0.19 -3.70 0.18
N 0.07 -2.55 -0.47
N 0.87 -0.23 -1.39
N -0.80 -4.64 2.13
C -3.20 2.22 -0.78
C 0.80 -2.62 -1.54
C -0.81 -3.52 1.33
C -3.17 4.28 0.47
C 1.30 -3.89 -2.15
C 1.20 -1.32 -2.10
C -1.55 2.54 0.99
C 1.21 0.97 -1.83
C -0.40 2.10 1.77
C 0.11 2.92 2.93
C -2.12 3.81 1.21
C 1.90 -1.21 -3.30
C -3.71 3.46 -0.54
C 1.92 1.17 -3.00
C 2.27 0.05 -3.74
C -2.10 1.68 -0.03
H -4.54 3.82 -1.14
H -3.58 5.27 0.66
H -0.70 3.20 3.61
H 2.17 -2.09 -3.85
H 0.57 3.84 2.56
H -3.61 1.58 -1.55
H 0.81 -4.09 -3.11
H -1.70 4.43 1.99
H -0.97 -4.43 3.09
H 1.09 -4.71 -1.46
H 2.83 0.16 -4.67
H 0.91 1.80 -1.20
H 0.87 2.35 3.47
H 2.38 -3.83 -2.31
H 2.19 2.17 -3.31
H 0.03 -5.20 1.96
```

The max |F| is 0.00513 Eh/bohr. For the gap between HOMO and LUMO, the calculation gives 4.548 eV. As for the charge: -2. As for the total energy: -188472.7432 eV. The value obtained for the highest occupied orbital energy is -0.32 eV.

Results of the Mulliken charge analysis, in e, for atoms 1 through 5: -0.797, -0.772, -0.151, -0.259, -0.615

Record 4
C36H58BBrCaN10OPS3 | ωB97M-V/def2-TZVPD

XYZ file:
```
112
C36H58BBrCaN10OPS3, DFT ωB97M-V/def2-TZVPD
Br 2.58 4.66 -3.54
Ca 0.04 0.12 0.19
S 2.33 -1.15 -0.60
S -1.38 -2.26 -0.16
S -1.04 1.34 -2.00
P -0.99 2.24 2.05
O 0.08 -0.82 2.63
N 1.20 -0.57 -2.99
N -3.21 2.82 3.64
N -1.35 -1.16 -2.98
N -1.74 4.68 3.19
N 0.38 -2.81 -2.11
N 3.22 0.30 -2.72
N 0.35 -4.36 -0.54
N 1.68 2.51 -0.16
N -3.25 -0.04 -2.82
N -1.05 2.97 4.75
C 3.12 4.83 -0.73
C 5.37 1.38 -3.23
C -1.11 4.12 2.02
C -0.32 -6.66 -0.16
C 0.94 -2.41 4.20
C 2.72 0.74 -3.93
C 1.49 0.21 -4.09
C 1.36 -3.72 -2.40
C 0.01 -5.32 0.51
C -4.21 1.05 -2.63
C 4.76 0.92 -0.88
C 2.47 4.11 -1.72
C -3.54 -1.30 -3.28
C -2.37 -1.98 -3.39
C -4.20 1.46 -1.15
C 2.31 3.18 0.80
C 1.35 -4.67 -1.44
C -1.90 0.01 -2.61
C -5.62 0.59 -3.00
C -1.19 -4.88 1.34
C 4.63 0.41 -2.31
C -3.12 4.24 3.35
C 5.24 -0.99 -2.45
C 2.25 -0.48 -2.15
C -3.82 2.21 -3.54
C -1.02 -1.43 3.30
C 1.76 2.97 -1.39
C -0.30 2.18 3.80
C 1.27 -1.54 2.98
C -2.80 2.01 2.52
C -0.21 -3.18 -0.95
C -2.44 2.54 4.84
C -1.02 4.38 4.41
C 1.22 -5.47 1.44
C -0.46 -1.94 4.62
C 3.03 4.35 0.57
B 0.10 -1.66 -3.10
H -3.57 4.79 4.18
H -1.68 4.41 1.13
H 1.67 -2.28 4.99
H -1.46 -5.68 2.03
H 0.95 -6.06 2.31
H -0.94 -3.99 1.91
H 0.81 0.31 -4.90
H 2.04 -0.80 3.20
H -5.69 0.28 -4.04
H 0.73 2.54 3.78
H -5.96 -0.22 -2.36
H -0.59 -7.38 0.61
H -3.67 4.45 2.43
H 3.67 5.72 -0.96
H -2.90 3.07 5.68
H 5.81 0.96 -0.60
H -2.99 0.96 2.75
H -2.82 2.58 -3.29
H 0.20 -2.13 -4.20
H 1.99 -5.51 -1.31
H -3.24 1.90 -0.89
H -4.99 2.19 -0.97
H -0.39 -1.12 5.34
H 5.12 -1.35 -3.48
H 2.25 2.75 1.79
H -1.16 -6.55 -0.84
H -0.29 1.14 4.15
H 5.50 0.98 -4.23
H 0.92 -3.47 3.93
H -2.05 -4.66 0.71
H -1.43 -2.25 2.69
H 1.97 -3.63 -3.27
H 4.75 -1.69 -1.78
H 4.24 0.27 -0.18
H -3.41 2.28 1.65
H -4.53 3.03 -3.43
H -6.30 1.43 -2.87
H -2.19 -2.98 -3.71
H -1.48 4.94 5.24
H -0.10 4.54 1.93
H 3.26 1.40 -4.57
H -1.07 -2.73 5.04
H 3.51 4.87 1.38
H 0.02 4.70 4.30
H -4.38 0.59 -0.52
H -4.53 -1.62 -3.51
H -1.80 -0.67 3.42
H 1.57 -4.49 1.76
H 0.52 -7.06 -0.71
H 6.36 1.55 -2.82
H 6.30 -0.96 -2.22
H 4.34 1.92 -0.80
H 2.05 -5.97 0.94
H 1.22 2.43 -2.16
H 1.60 -2.14 2.13
H -3.81 1.89 -4.58
H -2.46 1.46 5.04
H 4.87 2.34 -3.28
```

The max |F| is 0.02059 Eh/bohr. For the gap between HOMO and LUMO, the calculation gives 8.216 eV. As for the charge: +1. As for the total energy: -186176.7962 eV. The value obtained for the highest occupied orbital energy is -9.97 eV.

Results of the Mulliken charge analysis, in e, for atoms 1 through 5: -0.142, 0.625, -0.334, -0.284, -0.308

Record 5
C19H23NS | ωB97M-V/def2-TZVPD

XYZ file:
```
44
C19H23NS, DFT ωB97M-V/def2-TZVPD
S 0.76 -1.66 -0.10
N -1.88 -1.68 -1.46
C -2.56 -0.93 -3.62
C -1.98 -1.71 0.00
C 1.71 2.25 0.40
C 3.11 0.38 -0.26
C -0.47 0.72 2.81
C 0.37 0.00 4.94
C -0.76 -2.45 0.51
C 1.30 -0.84 4.35
C -3.00 0.23 -4.51
C -0.50 0.75 4.20
C -1.51 -0.04 -4.24
C 1.88 0.88 0.25
C 0.50 -0.09 2.18
C 0.69 0.01 0.64
C 3.98 2.65 -0.51
C 4.16 1.27 -0.60
C -2.87 -0.87 -2.17
C 1.40 -0.81 2.97
C 2.76 3.12 0.01
H 0.83 2.71 0.83
H 2.04 -1.35 4.93
H 2.25 -1.30 2.47
H -3.42 1.13 -4.04
H -2.89 -2.25 0.26
H -2.90 0.18 -1.83
H -3.43 -0.02 -5.46
H -0.78 -2.46 1.60
H -0.90 -0.45 -5.06
H -0.91 -1.50 -1.78
H -0.20 0.51 0.23
H -1.23 1.36 4.78
H 3.29 -0.70 -0.31
H 5.06 0.81 -1.01
H 0.29 0.03 6.04
H -3.92 -1.29 -2.00
H -2.00 -0.72 0.45
H -1.20 1.37 2.24
H 2.55 4.19 0.09
H -0.76 -3.51 0.20
H -2.78 -1.87 -4.08
H -0.92 0.62 -3.62
H 4.82 3.30 -0.77
```

The max |F| is 0.04187 Eh/bohr. For the gap between HOMO and LUMO, the calculation gives 9.088 eV. As for the total energy: -32400.3110 eV. As for the SMILES: c1ccc(C(SCCNCC2CC2)c2ccccc2)cc1. The value obtained for the highest occupied orbital energy is -8.31 eV. For the relative energy (zero: lowest compared OMol25 entry of this formula, charge and spin), the calculation gives 0.00 kJ/mol.

Results of the Mulliken charge analysis, in e, for atoms 1 through 5: -0.243, -0.201, -0.049, -0.693, -0.572

Record 6
C33H30BrF4N4PPb | ωB97M-V/def2-TZVPD

XYZ file:
```
74
C33H30BrF4N4PPb, DFT ωB97M-V/def2-TZVPD
Pb -0.06 1.06 -0.67
Br -2.09 -1.19 -3.59
P 0.28 -1.65 -1.20
F 2.18 -5.28 -4.34
F 2.21 -3.82 -2.13
F -1.65 -3.05 -5.83
F 0.24 -4.93 -6.20
N 2.66 -1.06 8.80
N -1.64 2.62 0.79
N -0.45 5.78 -2.16
N -2.44 1.71 -1.88
C -0.01 0.29 1.39
C -3.13 3.03 -1.89
C -1.47 -2.85 0.52
C 2.69 -0.73 -2.20
C 1.38 -1.44 4.18
C -2.23 4.12 -2.49
C 2.04 -1.21 -1.05
C 0.67 -0.27 3.88
C 0.75 -3.79 0.60
C 4.05 -0.82 0.22
C -1.11 4.55 -1.56
C -1.89 -3.74 1.50
C 2.18 -0.91 7.77
C -2.46 3.81 0.45
C 1.85 -1.66 5.46
C 4.70 -0.38 -0.92
C 4.01 -0.33 -2.13
C -0.71 -3.23 -4.91
C 2.72 -1.22 0.16
C -3.60 3.43 -0.50
C -0.70 -2.45 -3.76
C 0.28 -2.62 -2.78
C 0.28 0.02 2.54
C 1.24 -4.37 -4.16
C -0.15 -2.87 0.06
C 0.39 0.64 4.91
C 1.61 -0.72 6.46
C -1.59 4.91 -0.16
C -0.99 -4.64 2.04
C 0.26 -4.19 -5.11
C 0.86 0.42 6.19
C 1.24 -3.60 -3.01
C 0.33 -4.67 1.58
H -2.16 -2.13 0.10
H -0.33 3.79 -1.52
H 1.77 -3.84 0.25
H -4.19 2.62 -0.06
H -0.19 1.53 4.69
H 2.21 -1.56 1.06
H 1.56 -2.17 3.40
H 2.16 -0.70 -3.14
H -1.83 3.76 -3.45
H -1.31 -5.33 2.81
H 0.37 6.07 -1.61
H -4.27 4.29 -0.59
H 1.03 -5.38 2.00
H -2.88 4.98 -2.70
H 4.58 -0.85 1.17
H -1.10 6.57 -2.17
H 2.41 -2.56 5.69
H -0.73 5.10 0.50
H -2.91 -3.72 1.84
H 5.74 -0.09 -0.88
H 4.52 0.02 -3.02
H -2.90 4.22 1.36
H 0.66 1.13 6.98
H -2.24 1.43 -2.84
H -0.15 5.62 -3.12
H -2.19 5.82 -0.20
H -3.09 1.02 -1.53
H -1.03 2.82 1.57
H -2.26 1.89 1.12
H -4.01 2.96 -2.54
```

The max |F| is 0.01882 Eh/bohr. For the gap between HOMO and LUMO, the calculation gives 7.257 eV. As for the charge: +2. As for the total energy: -136101.1578 eV. The value obtained for the highest occupied orbital energy is -13.02 eV. For the relative energy (zero: lowest compared OMol25 entry of this formula, charge and spin), the calculation gives 0.00 kJ/mol.

Results of the Mulliken charge analysis, in e, for atoms 1 through 5: 1.313, -0.147, -0.163, -0.261, -0.402